Entry 1:
The following is a DFT calculation (ωB97M-V/def2-TZVPD) of 4 unconnected molecules or ions with the total composition C2H12O4.

```
18
Properties=species:S:1:pos:R:3:forces:R:3:nbo_charge:R:1
C 0.261 1.037 -3.070 -0.3527 0.0588 0.5152 -0.63
C -0.555 0.760 -1.802 1.6225 0.3459 0.5943 -0.06
O 0.308 0.322 -0.739 -0.2574 0.2487 0.1764 -0.80
H -0.454 1.555 -3.700 0.1091 -0.2477 -0.8160 0.21
H 0.813 0.222 -3.550 -0.6191 -0.0972 0.0820 0.21
H 1.003 1.783 -2.816 0.2374 0.1714 0.1862 0.21
H -0.857 1.781 -1.517 -0.8510 -0.5449 -0.0430 0.16
H -1.349 0.013 -1.882 -0.2400 0.4697 -0.4132 0.17
H -0.020 0.728 0.116 0.4693 -0.3251 -0.7614 0.51
O 0.425 -2.066 0.331 -0.2738 -0.7262 0.4481 -1.01
H 1.206 -2.589 0.149 0.0864 -0.0018 -0.0501 0.47
H 0.444 -1.288 -0.247 0.1078 0.5366 -0.2941 0.50
O -0.278 -1.162 2.951 -0.2569 0.2366 -0.1005 -0.98
H -0.399 -1.467 2.040 0.0882 -0.0587 -0.2868 0.50
H 0.330 -1.822 3.282 0.2802 -0.0584 0.3231 0.48
O -0.270 1.356 1.589 1.2539 -0.3680 -1.2382 -0.98
H -0.918 2.012 1.763 -0.8363 0.3938 0.9434 0.49
H -0.086 0.688 2.256 -0.5676 -0.0335 0.7346 0.53
```
Positions in Å, forces in eV/Å.

Its max |F| is 1.800 eV/A. Its gap between HOMO and LUMO is 11.0 eV. Its HOMO energy is -0.3750 Ha. Its LUMO energy is 0.8 eV. The total charge is 0. The SMILES is CCO.O.O.O.

Entry 2:
The following is a DFT calculation (ωB97M-V/def2-TZVPD) of 5 unconnected molecules or ions with the total composition C2H12O5.

```
19
Properties=species:S:1:pos:R:3:forces:R:3:nbo_charge:R:1
C -0.800 -1.226 1.090 -2.3701 1.7087 -0.0277 -0.52
C -1.484 -0.183 0.547 1.0329 -4.2158 0.6269 0.18
O -2.789 0.054 0.731 -1.3141 -2.2532 4.0284 -0.66
H 0.171 -1.567 1.125 2.2852 0.3165 -1.2709 0.21
H -1.231 -1.815 1.842 -1.5620 -0.5329 1.2604 0.17
H -1.175 0.196 -0.355 0.7129 1.2217 -0.9048 0.13
H -3.003 -0.580 1.589 0.2668 2.5093 -3.1441 0.48
O 0.920 0.761 1.965 1.4117 -2.4699 2.0297 -0.92
H 1.851 0.582 2.220 -0.8366 0.1556 0.0223 0.46
H 0.986 1.490 1.422 -0.1247 2.8057 -1.8553 0.47
O 0.412 -1.698 -2.283 -1.8261 -2.5343 -2.3226 -0.93
H -0.480 -1.383 -2.186 -0.2776 0.1856 0.2843 0.46
H 0.983 -1.189 -1.801 2.1609 2.3611 2.0132 0.47
O -0.468 1.929 -1.121 0.6730 1.8324 0.3602 -0.92
H -0.568 1.050 -1.419 0.0695 -1.0440 -0.9759 0.45
H -1.245 2.400 -1.420 -0.2015 0.1422 -0.0997 0.48
O 2.624 0.608 -0.990 1.3013 -1.6121 -0.0759 -0.94
H 3.216 -0.158 -0.738 -0.9113 1.3149 -0.4757 0.47
H 2.080 0.729 -0.220 -0.4902 0.1086 0.5274 0.47
```
Positions in Å, forces in eV/Å.

Its max |F| is 4.799 eV/A. Its gap between HOMO and LUMO is 9.0 eV. Its HOMO energy is -0.3196 Ha. Its LUMO energy is 0.3 eV. The total charge is 0. The SMILES is C=CO.O.O.O.O.

Entry 3:
The following is a DFT calculation (ωB97M-V/def2-TZVPD) of 5 unconnected molecules or ions with the total composition C2H12O5.

```
19
Properties=species:S:1:pos:R:3:forces:R:3:nbo_charge:R:1
C 1.559 -2.680 1.223 -0.8506 0.1129 0.4620 -0.47
C 0.503 -2.176 0.578 0.7938 -0.5820 0.8218 0.12
O 0.026 -0.917 0.972 0.0224 -1.3984 -0.7680 -0.74
H 2.227 -3.455 0.883 -0.5233 -0.4509 -0.0361 0.21
H 1.633 -2.344 2.255 0.9132 0.5833 -0.2895 0.21
H -0.019 -2.756 -0.180 0.0433 0.6524 -0.5383 0.16
H 0.709 -0.408 0.502 -0.2273 0.7764 0.1594 0.51
O 1.750 0.437 -1.058 0.0408 -0.3677 -0.0225 -0.98
H 1.748 1.197 -0.467 -0.1951 0.1837 -0.2087 0.48
H 0.937 0.487 -1.607 0.2995 0.3308 0.5747 0.50
O 0.022 2.925 -0.031 -0.4181 0.1277 -0.5951 -0.94
H 0.078 2.941 -0.997 0.4163 -0.0450 0.0297 0.47
H -0.927 3.079 0.062 0.0571 -0.0717 0.5113 0.47
O -0.892 0.610 -1.800 -0.1525 -0.2437 -0.0712 -0.97
H -1.042 -0.340 -1.874 -0.0289 0.0642 -0.1845 0.47
H -1.184 0.794 -0.891 0.0122 0.1316 0.0432 0.51
O -2.255 0.635 0.685 -0.4611 0.0898 0.0000 -0.95
H -2.499 -0.293 0.598 0.2358 -0.0304 0.1044 0.48
H -2.844 0.969 1.367 0.0223 0.1368 0.0074 0.48
```
Positions in Å, forces in eV/Å.

Its max |F| is 1.596 eV/A. Its gap between HOMO and LUMO is 9.5 eV. Its HOMO energy is -0.3366 Ha. Its LUMO energy is 0.3 eV. The total charge is 0. The SMILES is C=CO.O.O.O.O.